ORCA calculation (ωB97M-V with the def2-TZVPD basis set) on C30H27AuF5S4Si as an isolated structure at a distorted geometry.

Calculated values
<S²>   2.030
LUMO level (alpha / beta)   -2.093 / -5.336 eV
Calculated total energy   -100038.530 eV
Frontier orbital gap (alpha / beta)   0.311 / 0.219 Ha
Energy above the lowest of the compared OMol25 structures with the same formula, charge and spin   16.8 kcal/mol

```
! wB97M-V def2-TZVPD RIJCOSX def2/J DEFGRID3
* xyz 1 3
Au 0.78012 1.31137 -0.10226
C 3.52006 1.18554 2.37985
C 2.72751 2.41635 2.87261
S 1.02939 2.47841 2.26645
C 0.96510 4.21564 1.79373
C 1.86995 4.66101 0.60599
S 1.85805 3.54348 -0.88599
C 3.65272 3.15986 -1.08384
C 4.29193 2.41354 0.05552
S 3.48551 0.92340 0.58389
H 3.04647 0.30204 2.77266
H 4.55888 1.17793 2.71734
H 3.24714 3.32545 2.64112
H 2.65146 2.42080 3.98479
H 1.30675 4.80884 2.65344
H -0.10747 4.37964 1.50220
H 2.94650 4.75508 0.85634
H 1.54071 5.66712 0.23414
H 4.22471 4.04266 -1.40949
H 3.68171 2.50339 -1.90775
H 4.49096 3.09456 0.86236
H 5.33464 2.15231 -0.21397
F -2.49171 -3.45810 -5.15060
C -1.44377 -2.84485 -4.52977
C -1.56726 -1.46997 -4.36558
F -2.65499 -0.86871 -4.75996
C -0.54178 -0.83912 -3.73017
F -0.62334 0.45919 -3.50134
C 0.67075 -1.55698 -3.34434
S 1.91335 -0.63904 -2.59966
C 0.75420 -2.91530 -3.64432
F 1.81949 -3.64152 -3.31023
C -0.30837 -3.54021 -4.24978
F -0.30668 -4.88795 -4.38272
C -4.95923 -0.28482 -1.77009
C -3.99136 0.59422 -2.22486
C -2.72047 0.66244 -1.57227
C -2.42421 -0.26889 -0.58329
C -3.44812 -1.10082 -0.06241
C -4.67710 -1.14783 -0.70731
Si -0.81889 -0.43049 0.41890
C -1.32380 -0.01970 2.17343
C -2.17758 1.03551 2.45005
C -2.55063 1.33813 3.71220
C -2.16664 0.51136 4.74298
C -1.35426 -0.57180 4.50889
C -0.88574 -0.81188 3.20492
C -0.01458 -2.10181 0.15966
C -0.72088 -3.05148 -0.56934
C -0.14502 -4.28566 -0.89414
C 1.18254 -4.47319 -0.59626
C 1.89954 -3.54179 0.11397
C 1.34198 -2.35219 0.51060
H -5.98319 -0.34186 -2.15826
H -4.20390 1.25151 -3.04589
H -1.90659 1.38219 -1.86990
H -3.22764 -1.70796 0.76720
H -5.43458 -1.81006 -0.30390
H -2.60036 1.56185 1.59784
H -3.20920 2.20458 3.83004
H -2.49841 0.79585 5.74406
H -1.09024 -1.26385 5.26166
H -0.26057 -1.65981 2.91767
H -1.74599 -2.88967 -0.82293
H -0.70031 -5.14061 -1.25244
H 1.72306 -5.38694 -0.91127
H 2.91391 -3.75697 0.41940
H 1.85578 -1.67342 1.20044
*
```



ORCA calculation (ωB97M-V with the def2-TZVPD basis set) on C30H27BBrF4N5O9SiV as an isolated structure.

Calculated values
<S²>   3.756
LUMO level (alpha / beta)   3.509 / 3.504 eV
Calculated total energy   -172589.081 eV
Frontier orbital gap (alpha / beta)   0.210 / 0.218 Ha
Energy above the lowest of the compared OMol25 structures with the same formula, charge and spin   14.6 kcal/mol

```
! wB97M-V def2-TZVPD RIJCOSX def2/J DEFGRID3
* xyz -2 4
V 0.04759 0.06227 0.05563
O -2.98155 2.57018 -2.80516
C -1.79491 2.55968 -2.60198
O -0.97692 1.57173 -3.01069
C -1.08261 3.61853 -1.82515
C -1.05230 4.93338 -2.20052
C -0.40101 5.85401 -1.37853
C 0.16311 5.46685 -0.17343
C 0.07184 4.15353 0.21840
C -0.52047 3.14896 -0.59107
O -0.60419 1.91688 -0.31631
N 0.58409 3.82433 1.54971
O 1.65598 4.30941 1.87256
O -0.15452 3.21292 2.28712
N -0.33003 7.24212 -1.77761
O -0.81682 7.56033 -2.85231
O 0.22575 8.03515 -1.03321
H -1.51549 5.26103 -3.11995
H 0.66092 6.18658 0.45910
C 1.30380 -2.94960 -1.08446
O 0.20125 -2.03255 -1.03773
C -1.01822 -2.56336 -1.37425
C -1.23477 -3.87073 -1.73822
C -2.54145 -4.25459 -2.05499
Br -2.84846 -6.06467 -2.57215
C -3.58959 -3.37796 -2.00284
C -3.36276 -2.04714 -1.62057
C -2.06813 -1.61409 -1.30072
O -1.75333 -0.39062 -0.94907
C -4.50231 -1.13043 -1.57331
N -5.73579 -1.43386 -1.91464
C -6.44616 -0.26496 -1.73068
C -7.79875 0.00443 -1.93767
C -8.25520 1.28510 -1.68512
C -7.38863 2.29391 -1.23616
C -6.04455 2.04704 -1.02171
C -5.59494 0.75595 -1.26980
N -4.36388 0.16337 -1.15962
H 1.44489 -3.27834 -2.11779
H 1.12738 -3.78898 -0.41633
H 2.17147 -2.41498 -0.72677
H -0.43215 -4.59024 -1.77158
H -4.59831 -3.67862 -2.24673
H -1.42949 0.72131 -2.85986
H -8.46200 -0.77553 -2.29001
H -9.30137 1.52043 -1.84033
H -7.77871 3.28872 -1.05995
H -5.36875 2.82653 -0.69656
H -3.45458 0.54837 -0.92828
F 3.28831 -2.43429 1.65243
B 2.06782 -2.95563 2.11317
F 1.00136 -2.22326 1.50435
F 1.95141 -4.30310 1.68597
F 1.97540 -2.88532 3.49639
C 2.67086 2.38105 -1.15163
Si 3.10386 1.05081 0.11792
C 3.70057 -0.39170 -0.93299
C 4.66885 1.69693 0.95524
N 1.73940 0.67445 1.08673
C 1.59838 0.64561 2.46468
C 0.36002 0.29131 3.03916
C 0.14059 0.28616 4.40137
C 1.15259 0.63795 5.28455
C 2.38466 0.98339 4.75039
C 2.60662 0.98781 3.38339
H 3.50568 2.48374 -1.85295
H 2.51240 3.35237 -0.67870
H 1.78168 2.13571 -1.73927
H 4.58520 -0.08211 -1.49854
H 2.94714 -0.69555 -1.66466
H 3.95814 -1.24850 -0.30749
H 5.37642 1.95355 0.15975
H 5.14006 0.94823 1.59417
H 4.48080 2.59857 1.54156
H -0.47283 -0.00372 2.40100
H -0.83432 -0.00666 4.77394
H 0.98951 0.62706 6.35499
H 3.20372 1.25224 5.40949
H 3.58634 1.25779 3.02681
*
```



ORCA calculation (ωB97M-V with the def2-TZVPD basis set) on C30H27BFN10O4SiW as an isolated structure at a distorted geometry.

Calculated values
<S²>   3.778
LUMO level (alpha / beta)   -7.147 / -10.384 eV
Calculated total energy   -67723.493 eV
Frontier orbital gap (alpha / beta)   0.220 / 0.109 Ha
Energy above the lowest of the compared OMol25 structures with the same formula, charge and spin   25.5 kcal/mol

```
! wB97M-V def2-TZVPD RIJCOSX def2/J DEFGRID3
* xyz 2 4
W -0.36851 0.14835 -0.01581
C -3.06199 -3.14514 0.56945
C -1.94360 -2.55387 -0.00018
N -1.76903 -1.34043 0.53534
N -2.75727 -1.12556 1.42708
C -3.54477 -2.20955 1.46874
B -2.67103 0.11202 2.38610
N -2.74442 1.41386 1.53203
C -3.48802 2.53263 1.58377
C -2.88241 3.51608 0.82536
C -1.73787 2.91617 0.31804
N -1.66449 1.65787 0.75729
N -1.20894 0.07930 2.94748
C -0.79550 0.05534 4.22068
C 0.58569 0.01003 4.23521
C 0.94797 0.00434 2.89467
N -0.14225 0.04716 2.12004
N -3.65915 -0.02730 3.50342
C -4.77657 0.64749 3.90961
C -5.34194 -0.04854 4.93789
C -4.49463 -1.16340 5.11676
N -3.49805 -1.14730 4.25985
H -3.47498 -4.11497 0.35666
H -1.28004 -2.92138 -0.76777
H -4.39485 -2.26809 2.12363
H -4.42140 2.58706 2.10861
H -3.23209 4.52069 0.66643
H -0.97347 3.31937 -0.32758
H -1.49536 0.05826 5.03839
H 1.23117 -0.02170 5.09508
H 1.93366 -0.02141 2.46726
H -5.10314 1.57457 3.47957
H -6.22800 0.20463 5.49357
H -4.58273 -1.96160 5.83594
F 6.13025 -1.85063 3.20471
C 5.79356 -0.85982 2.48425
C 5.17359 -1.07779 1.27812
N 4.77909 -0.04943 0.52332
C 4.22136 -0.26482 -0.80518
C 2.71044 -0.27609 -0.86931
O 2.28151 -0.47745 -2.05247
O 1.97866 -0.09632 0.11532
C 5.04435 1.31602 0.90032
O 4.69403 2.20785 0.18629
N 5.69065 1.47976 2.09179
C 6.10266 0.49407 2.99462
O 6.62823 0.74100 4.03351
H 4.99246 -2.07830 0.90219
H 4.60570 -1.18100 -1.25153
H 4.52664 0.57256 -1.43400
H 5.91576 2.43647 2.34954
C 0.61534 3.75600 -4.86643
C 1.68076 2.86945 -4.93666
C 1.67898 1.71968 -4.16233
C 0.60328 1.44046 -3.31245
C -0.46284 2.34037 -3.25057
C -0.45551 3.49127 -4.02491
Si 0.55318 -0.17714 -2.34997
C 0.07761 -1.72842 -3.28758
C 0.81595 -2.91136 -3.21709
C 0.44426 -4.01356 -3.97231
C -0.66922 -3.94548 -4.79763
C -1.41059 -2.77439 -4.87445
C -1.04494 -1.67293 -4.11733
H 0.62295 4.65364 -5.47033
H 2.51538 3.06485 -5.59749
H 2.50989 1.02621 -4.22617
H -1.31314 2.13866 -2.60784
H -1.28669 4.18233 -3.96962
H -1.56187 0.35485 -1.14067
H 1.69024 -2.97193 -2.57760
H 1.02653 -4.92411 -3.91462
H -0.96181 -4.81053 -5.37766
H -2.27357 -2.72108 -5.52500
H -1.62509 -0.75787 -4.17736
*
```



ORCA calculation (ωB97M-V with the def2-TZVPD basis set) on C30H27Br2IrN4OS2 as an isolated structure.

Calculated values
<S²>   0.755
LUMO level (alpha / beta)   -3.066 / -3.097 eV
Calculated total energy   -204145.303 eV
Frontier orbital gap (alpha / beta)   0.244 / 0.235 Ha
Energy above the lowest of the compared OMol25 structures with the same formula, charge and spin   32.9 kcal/mol

```
! wB97M-V def2-TZVPD RIJCOSX def2/J DEFGRID3
* xyz 1 2
Ir -0.66202 -0.19920 -0.42481
C 0.04938 3.15459 1.77423
N 1.10898 2.44891 1.83985
C 1.39814 1.57055 2.99163
C 1.71648 0.12523 2.65352
N 0.57034 -0.73643 2.30680
C -0.34488 -0.83166 3.44020
C 1.10933 -2.02123 1.89105
C 1.10827 -3.12193 2.73960
C 1.70239 -4.31802 2.35504
C 2.32086 -4.41268 1.12135
C 2.29579 -3.33014 0.25572
C 1.67209 -2.13542 0.60600
S 1.55728 -0.83651 -0.58226
C 2.04768 2.50233 0.74314
C 3.38165 2.74424 1.01499
C 4.28575 2.80139 -0.03249
C 3.83492 2.62081 -1.33085
C 2.49405 2.37728 -1.58676
C 1.56331 2.30361 -0.55620
S -0.15327 2.01986 -0.89217
H -0.68701 3.07074 2.56220
H -2.90455 0.41603 2.78762
H -0.05947 3.85925 0.96383
H 0.57404 1.67286 3.69508
H 2.28536 1.98799 3.47127
H 2.20680 -0.28114 3.55139
H 2.43986 0.09153 1.84019
H 0.16436 -1.11335 4.37116
H -1.11776 -1.56860 3.23137
H -0.83063 0.12918 3.59617
H 0.65741 -3.06466 3.71998
H 1.69097 -5.16210 3.03152
H 2.80274 -5.33373 0.82051
H 2.73613 -3.40963 -0.73074
H 3.72257 2.90151 2.03072
H 5.33069 2.99163 0.16777
H 4.53456 2.66613 -2.15469
H 2.14943 2.22178 -2.59982
Br -4.45915 1.97964 3.77901
C -4.56825 1.89253 1.89109
C -5.62004 2.56061 1.24212
C -5.73711 2.45703 -0.10905
Br -7.17957 3.33197 -0.95228
C -4.79976 1.70436 -0.86749
C -4.90555 1.53283 -2.26499
C -3.98267 0.77648 -2.92052
C -2.91791 0.22956 -2.19168
N -2.76147 0.38292 -0.89041
C -3.71625 1.07821 -0.20530
C -3.63749 1.15205 1.21288
O -2.67105 0.43942 1.84548
H -6.33423 3.12943 1.81916
H -5.72455 1.99704 -2.79519
H -4.03634 0.61335 -3.98683
H -2.14471 -0.33188 -2.70224
C -2.36132 -4.75753 0.05942
C -1.30468 -4.49393 -0.79454
C -0.83639 -3.19784 -0.90920
N -1.36875 -2.18068 -0.21900
C -2.40227 -2.43742 0.59627
C -2.92323 -3.70427 0.76537
H -2.74234 -5.76350 0.17281
H -0.83446 -5.27874 -1.36947
H -0.00498 -2.94368 -1.55256
H -2.80606 -1.58441 1.12632
H -3.75316 -3.85604 1.44076
*
```